11
Properties=species:S:1:pos:R:3:lowdin_charge:R:1 method="wB97M-V/def2-TZVPD" relative_energy_ev=2.780 homo_energy_ev=-10.353 homo_lumo_gap_ev=8.9
C -1.409 -0.618 1.062 -0.41
C -0.736 -0.324 -0.160 -0.68
C 0.578 0.410 -0.116 -0.98
N -1.974 -1.044 1.961 0.20
O 1.628 -0.360 0.278 0.01
O 0.883 1.038 -1.263 -0.01
Br -0.791 -1.841 -1.411 0.73
Br 0.295 1.826 1.448 0.60
H -1.734 0.859 -1.124 0.30
H 1.409 -1.177 0.668 0.09
H 1.852 1.232 -1.343 0.16

---

125
Properties=species:S:1:pos:R:3:lowdin_charge:R:1 method="wB97M-V/def2-TZVPD" s2=0.765 relative_energy_ev=0.000 homo_energy_ev="-2.590 / -2.590" multiplicity=2 homo_lumo_gap_ev="6.0 / 5.6" charge=-2
Ba 1.290 0.233 -1.311 1.87
C -0.444 -2.880 -3.953 -0.02
C 0.862 -2.288 -3.462 -0.51
C 2.042 -3.217 -3.697 -0.01
O 0.760 -1.978 -2.047 -0.30
C 1.161 -0.958 -4.238 -0.63
O 1.025 -1.014 -5.461 0.02
O 1.541 0.023 -3.508 -0.38
H -0.592 -3.889 -3.550 0.08
H -0.432 -2.916 -5.042 0.08
H -1.279 -2.246 -3.638 0.09
H 1.862 -4.199 -3.243 0.08
H 2.946 -2.780 -3.259 0.08
H 2.191 -3.340 -4.771 0.09
H 0.744 -2.804 -1.542 0.08
S -1.230 1.917 -2.151 0.51
C -0.438 3.154 -3.098 -0.78
N -0.992 3.858 -4.031 0.03
N -2.260 3.520 -4.317 -0.03
C -3.038 4.308 -5.140 -0.24
C -2.598 5.551 -5.614 -0.04
C -3.426 6.316 -6.425 -0.12
C -4.694 5.872 -6.789 -0.14
C -5.125 4.635 -6.317 -0.12
C -4.314 3.861 -5.502 -0.04
N 0.890 3.654 -2.897 0.03
N 1.604 3.065 -2.093 -0.01
C 2.843 3.766 -1.820 -0.22
C 3.739 3.122 -0.974 -0.03
C 4.906 3.762 -0.570 -0.08
C 5.184 5.046 -1.014 -0.11
C 4.292 5.683 -1.874 -0.10
C 3.125 5.051 -2.274 -0.03
H -2.637 2.715 -3.829 0.04
H -1.613 5.890 -5.323 0.09
H -3.078 7.283 -6.773 0.09
H -5.336 6.478 -7.415 0.08
H -6.107 4.266 -6.593 0.09
H -4.660 2.901 -5.133 0.11
H 3.535 2.109 -0.639 0.07
H 5.595 3.250 0.094 0.10
H 6.085 5.553 -0.685 0.09
H 4.508 6.685 -2.229 0.09
H 2.415 5.537 -2.929 0.10
O 1.683 -3.131 0.426 -0.14
H 2.632 -3.086 0.238 0.04
H 1.433 -2.190 0.394 -0.06
O -0.089 3.942 0.402 -0.11
H 0.463 3.165 0.600 -0.02
H -0.639 3.599 -0.322 -0.04
Cl 4.350 2.456 4.172 0.46
C 3.361 1.809 2.817 -0.98
Cl 3.823 0.159 2.375 0.56
H 3.511 2.445 1.958 0.01
H 2.332 1.820 3.129 -0.01
C 7.859 -0.434 -0.992 -0.21
Si 6.505 -1.170 -2.047 0.32
C 6.670 -0.446 -3.756 -0.20
C 6.863 -2.999 -2.187 -0.21
C 4.890 -0.867 -1.370 -0.30
C 3.716 -0.619 -1.033 -0.32
H 8.851 -0.653 -1.408 0.02
H 7.815 -0.830 0.030 0.02
H 7.743 0.655 -0.932 0.02
H 7.633 -0.696 -4.217 0.02
H 6.573 0.645 -3.717 0.03
H 5.865 -0.821 -4.399 0.03
H 7.874 -3.173 -2.579 0.02
H 6.145 -3.477 -2.865 0.02
H 6.781 -3.492 -1.211 0.02
C -3.503 -6.862 5.902 -0.07
C -2.973 -5.763 5.014 -0.29
C -1.722 -5.204 5.229 -0.03
C -1.214 -4.203 4.398 -0.31
C 0.162 -3.645 4.706 -0.07
C -1.983 -3.738 3.324 -0.34
Te -1.064 -2.324 1.820 1.66
N 0.064 -0.667 0.839 -0.29
C 0.374 0.514 1.359 -0.64
O 1.096 1.390 0.761 -0.36
C -0.039 0.888 2.779 -0.18
C 0.474 0.165 3.857 -0.11
C 0.237 0.583 5.163 -0.10
C -0.531 1.716 5.400 -0.11
C -1.045 2.436 4.327 -0.07
C -0.786 2.038 3.019 -0.01
C -2.783 -1.067 1.871 -0.36
C -3.370 -0.621 3.069 -0.28
C -2.820 -0.902 4.450 -0.05
C -4.548 0.128 3.003 -0.03
C -5.150 0.456 1.800 -0.27
C -6.443 1.235 1.755 -0.06
C -4.531 0.045 0.627 -0.02
C -3.360 -0.705 0.631 -0.29
C -2.768 -1.075 -0.712 -0.09
C -3.246 -4.306 3.083 -0.29
C -4.123 -3.872 1.923 -0.06
C -3.720 -5.302 3.936 -0.03
H -2.841 -7.034 6.752 0.07
H -3.593 -7.801 5.352 0.07
H -4.494 -6.615 6.288 0.07
H -1.116 -5.560 6.058 0.11
H 0.690 -4.280 5.421 0.07
H 0.084 -2.643 5.135 0.07
H 0.774 -3.567 3.807 0.05
H 1.087 -0.706 3.663 0.09
H 0.654 0.022 5.993 0.10
H -0.726 2.038 6.417 0.09
H -1.632 3.330 4.504 0.10
H -1.151 2.625 2.183 0.11
H -1.735 -0.988 4.438 0.04
H -3.220 -1.837 4.853 0.08
H -3.087 -0.091 5.130 0.08
H -5.000 0.462 3.934 0.11
H -6.778 1.499 2.760 0.07
H -7.232 0.648 1.277 0.07
H -6.327 2.156 1.180 0.08
H -4.971 0.314 -0.330 0.12
H -3.536 -1.064 -1.486 0.08
H -2.294 -2.053 -0.702 0.03
H -2.001 -0.353 -1.002 0.00
H -3.543 -3.791 1.001 0.06
H -4.566 -2.888 2.106 0.07
H -4.932 -4.588 1.762 0.07
H -4.699 -5.738 3.745 0.11

---

57
Properties=species:S:1:pos:R:3:lowdin_charge:R:1 method="wB97M-V/def2-TZVPD" relative_energy_ev=0.000 homo_energy_ev=-12.484 homo_lumo_gap_ev=6.6 charge=+2
Ba 0.048 0.762 0.605 1.62
C 1.034 2.300 3.817 -0.08
C -0.312 2.088 3.513 -0.17
C -0.837 0.768 3.546 -0.22
C 0.006 -0.269 3.943 -0.12
C 1.384 -0.052 4.217 -0.06
C 1.902 1.248 4.167 -0.05
H 1.429 3.276 3.622 0.11
H -0.859 2.901 3.020 0.11
H -1.840 0.620 3.191 0.10
H -0.326 -1.317 3.884 0.11
H 2.066 -0.918 4.254 0.12
H 2.957 1.440 4.376 0.12
N 2.131 2.407 -3.479 0.13
C 3.509 2.220 -3.417 -0.23
C 4.373 2.665 -4.423 -0.01
C 5.724 2.388 -4.357 -0.06
C 6.263 1.675 -3.274 -0.06
C 5.471 1.308 -2.200 -0.09
C 4.082 1.471 -2.378 -0.50
S 3.161 0.551 -1.287 0.97
N 1.675 1.364 -1.441 -0.48
C 1.269 2.083 -2.452 -0.33
C -0.169 2.482 -2.545 -0.18
C -0.710 2.902 -3.793 0.02
C -1.949 3.547 -3.764 -0.01
C -2.681 3.667 -2.592 -0.03
C -2.177 3.101 -1.437 -0.11
N -0.945 2.512 -1.398 -0.05
H 1.749 2.981 -4.220 0.14
H 3.941 3.261 -5.251 0.13
H 6.386 2.751 -5.192 0.14
H 7.359 1.465 -3.270 0.13
H 5.755 0.832 -1.268 0.10
H -0.230 2.648 -4.725 0.12
H -2.359 3.896 -4.688 0.12
H -3.599 4.248 -2.551 0.13
H -2.751 3.025 -0.478 0.13
C -4.330 -2.340 0.118 0.00
N -3.084 -2.927 0.623 -0.06
C -1.843 -2.485 0.342 -0.79
Se -1.279 -1.497 -1.119 0.54
N -1.003 -2.977 1.270 0.09
C -1.649 -3.936 2.061 -0.16
C -1.195 -4.980 2.915 0.00
C -2.098 -5.996 3.263 -0.04
C -3.474 -5.887 2.880 -0.03
C -3.933 -4.767 2.166 -0.01
C -3.020 -3.837 1.728 -0.14
H -4.119 -1.748 -0.785 0.07
H -4.809 -1.736 0.906 0.11
H -4.993 -3.160 -0.079 0.09
H 0.012 -2.837 1.241 0.16
H -0.158 -4.944 3.264 0.12
H -1.767 -6.870 3.797 0.11
H -4.167 -6.676 3.156 0.12
H -5.018 -4.695 1.980 0.13

---

49
Properties=species:S:1:pos:R:3:lowdin_charge:R:1 method="wB97M-V/def2-TZVPD" relative_energy_ev=0.951 homo_energy_ev=-5.859 homo_lumo_gap_ev=4.1
Pt 0.386 -0.039 0.412 1.25
Br 3.085 -5.846 2.163 0.81
C 2.273 -4.236 1.643 -0.67
C 1.185 -4.244 0.791 -0.06
C 0.607 -3.032 0.445 -0.07
N 1.081 -1.880 0.906 -0.06
C 2.149 -1.868 1.729 -0.19
C 2.769 -3.033 2.126 -0.04
C 2.538 -0.525 2.215 -0.18
C 3.666 -0.284 2.975 -0.04
C 3.882 0.997 3.453 -0.67
Br 5.424 1.379 4.447 0.82
C 2.949 1.988 3.200 -0.06
C 1.864 1.679 2.403 -0.07
N 1.682 0.463 1.879 -0.06
H 0.782 -5.164 0.396 0.12
H -0.238 -2.946 -0.224 0.02
H 3.609 -3.016 2.804 0.11
H 4.372 -1.075 3.178 0.11
H 3.061 2.984 3.602 0.12
H 1.113 2.418 2.166 0.12
Cl -5.457 -0.299 -4.398 0.64
C -4.044 -0.475 -3.413 -0.73
C -3.647 -1.729 -2.987 -0.74
Cl -4.539 -3.148 -3.436 0.62
C -2.512 -1.829 -2.173 -0.58
Cl -2.036 -3.425 -1.643 0.69
C -1.761 -0.731 -1.771 -0.33
O -0.683 -0.957 -0.976 -0.36
C -2.131 0.576 -2.250 -0.46
O -1.448 1.602 -1.970 -0.11
C -3.300 0.641 -3.050 -0.62
Cl -3.766 2.222 -3.583 0.66
N -2.180 1.886 1.006 0.14
C -1.111 2.529 0.495 -0.70
N -0.020 1.922 0.111 -0.15
C 0.935 2.811 -0.373 -0.32
C 2.176 2.481 -0.907 -0.02
C 3.018 3.506 -1.302 -0.07
C 2.636 4.843 -1.182 -0.08
C 1.390 5.177 -0.678 -0.08
C 0.549 4.148 -0.283 -0.45
S -1.060 4.257 0.378 1.13
H -2.227 0.916 0.721 0.09
H -3.061 2.369 0.935 0.11
H 2.455 1.442 -1.025 0.10
H 3.984 3.264 -1.726 0.11
H 3.312 5.626 -1.496 0.10
H 1.077 6.210 -0.607 0.11

---

22
Properties=species:S:1:pos:R:3:lowdin_charge:R:1 method="wB97M-V/def2-TZVPD" relative_energy_ev=3.478 homo_energy_ev=-8.196 smiles=CCN(CC)CC homo_lumo_gap_ev=9.3
C 0.089 -0.214 -2.414 -0.11
C -0.536 0.317 -1.127 -0.26
N -0.097 -0.435 0.113 -0.19
C 1.155 0.100 0.871 -0.26
C 2.457 -0.321 0.310 -0.10
C -1.290 -0.571 0.854 -0.30
C -1.781 0.873 1.377 -0.10
H 0.365 -1.315 -2.370 0.09
H 1.077 0.290 -2.530 0.06
H -0.419 -0.135 -3.393 0.07
H -0.544 1.421 -0.955 0.12
H -1.549 0.079 -1.364 0.08
H 0.962 -0.290 2.004 0.14
H 1.046 1.251 1.128 0.13
H 2.924 -0.559 1.233 0.06
H 2.896 0.691 0.147 0.08
H 2.260 -0.980 -0.544 0.08
H -1.352 -1.061 1.871 0.11
H -2.042 -1.006 0.146 0.11
H -1.447 0.951 2.521 0.11
H -2.827 0.938 1.135 0.05
H -1.236 1.672 0.958 0.01

---

84
Properties=species:S:1:pos:R:3:lowdin_charge:R:1 method="wB97M-V/def2-TZVPD" s2=2.029 homo_energy_ev="2.054 / -0.135" multiplicity=3 homo_lumo_gap_ev="2.0 / 4.2" charge=-2
Pd 0.257 0.118 -1.078 0.83
N -2.572 -1.608 -0.338 0.05
N -0.644 -2.492 -2.287 -0.09
C 2.137 0.878 -1.258 -0.40
C 2.377 -0.439 -0.707 -0.30
C 2.280 -0.328 0.732 -0.27
C 2.707 -1.383 1.673 -0.08
H 2.986 -2.308 1.155 0.07
H 1.889 -1.635 2.365 0.00
H 3.565 -1.072 2.289 0.07
C 1.784 0.943 1.041 -0.27
C 1.601 1.558 2.371 -0.06
H 2.562 1.841 2.829 0.08
H 1.120 0.849 3.054 0.03
H 0.955 2.446 2.328 0.07
C 1.504 1.632 -0.191 -0.38
C 1.129 3.060 -0.314 -0.09
H 0.234 3.283 0.277 0.07
H 0.930 3.298 -1.362 0.06
H 1.936 3.712 0.047 0.07
C 2.895 -1.590 -1.480 -0.07
H 3.931 -1.832 -1.205 0.07
H 2.869 -1.365 -2.553 0.06
H 2.280 -2.485 -1.320 0.07
C 2.655 1.465 -2.518 -0.06
H 1.882 2.025 -3.054 0.06
H 3.054 0.694 -3.180 0.05
H 3.466 2.168 -2.278 0.08
C -3.539 -1.320 0.514 -0.23
H -4.295 -0.587 0.216 0.09
C -3.632 -1.904 1.791 -0.22
H -4.308 -1.470 2.531 0.07
C -2.880 -3.064 2.023 -0.22
H -2.956 -3.606 2.964 0.09
C -2.024 -3.514 1.031 -0.15
H -1.463 -4.446 1.094 0.09
C -1.834 -2.735 -0.161 -0.38
C -0.876 -3.148 -1.110 -0.14
H -0.528 -4.179 -1.066 0.08
C -0.601 -1.108 -2.402 -0.21
C -0.362 -3.079 -3.542 -0.05
H -0.304 -4.142 -3.680 0.10
C -0.274 -2.091 -4.428 -0.09
H -0.061 -2.116 -5.482 0.10
N -0.524 -0.894 -3.759 -0.05
C -0.709 0.378 -4.360 -0.14
C 0.289 0.923 -5.182 -0.21
C 0.137 2.247 -5.629 -0.02
H 0.940 2.698 -6.226 0.11
C -1.007 2.993 -5.320 -0.28
C -1.180 4.408 -5.809 -0.07
H -1.039 5.124 -4.984 0.08
H -2.192 4.560 -6.210 0.07
H -0.448 4.635 -6.594 0.07
C -1.996 2.413 -4.516 -0.01
H -2.899 2.982 -4.263 0.11
C -1.857 1.109 -4.025 -0.20
C -2.934 0.501 -3.194 -0.05
H -3.458 -0.309 -3.725 0.09
H -3.678 1.275 -2.967 0.07
H -2.555 0.092 -2.245 0.04
C 1.530 0.176 -5.538 -0.07
H 1.414 -0.361 -6.490 0.08
H 1.833 -0.552 -4.778 0.06
H 2.356 0.889 -5.664 0.08
C -2.285 0.422 4.818 -0.06
N -1.106 -0.379 5.083 -0.09
C -0.346 -1.018 4.138 -0.66
Se -0.769 -1.027 2.328 0.85
N 0.764 -1.472 4.831 0.10
C 0.748 -1.023 6.161 -0.24
C 1.782 -0.814 7.073 -0.13
C 1.488 -0.015 8.191 -0.19
C 0.198 0.515 8.408 -0.19
C -0.817 0.350 7.455 -0.13
C -0.483 -0.399 6.329 -0.23
H -3.113 0.048 5.424 0.08
H -2.534 0.345 3.757 0.03
H -2.108 1.470 5.085 0.08
H 1.525 -1.997 4.402 0.13
H 2.759 -1.263 6.888 0.06
H 2.272 0.214 8.912 0.07
H -0.009 1.072 9.324 0.07
H -1.823 0.763 7.544 0.06

---

In the order shown, the computed energy values come out to -148825.904; -122231.820; -111649.292; -238358.695; -7952.289; -114269.636 eV.